1.
Molecular formula: C30H53B3Br2O17
Method: DFT, wB97M-V/def2-TZVPD

Maximum force: 4.66 eV Å⁻¹
Molecular weight: 878.0 g mol⁻¹
E_HOMO: -0.3661 Eh
SMILES string: CCOCCB1OB(OC[C@@H](C)CC(C)C)OB([C@@H](Br)[C@H](C)Br)O1.C[C@@H]1COC(=O)O1.C[C@@H]1COC(=O)O1.C[C@@H]1COC(=O)O1.C[C@@H]1COC(=O)O1

Last column: Mulliken charge in e.
Atoms and positions in Å:
C (2.370, 3.165, -3.668)  -0.9110
C (2.308, 2.271, -2.280)  -0.1895
O (0.869, 2.164, -1.872)  -0.4070
C (0.743, 3.167, -0.802)  -0.2579
C (-0.807, 3.271, -0.182)  -0.0337
B (-0.605, 3.411, 1.457)  0.3574
O (-1.194, 2.375, 2.377)  -0.2637
B (-0.276, 2.461, 3.568)  0.5551
O (0.763, 1.443, 3.839)  -0.5447
C (0.350, 0.097, 3.413)  -0.6126
C (0.606, -0.242, 1.829)  2.0152
C (2.187, -0.318, 1.384)  -1.2696
C (-0.135, -1.719, 1.562)  -1.0189
C (-1.630, -1.506, 0.851)  0.7531
C (-1.533, -1.052, -0.722)  -0.5770
C (-2.411, -2.977, 0.931)  -0.9491
O (-0.485, 3.696, 4.405)  -0.3893
B (-0.590, 4.768, 3.366)  0.1692
C (-1.507, 6.127, 3.488)  -0.5751
Br (-1.740, 6.774, 5.405)  -0.1477
C (-0.998, 7.362, 2.482)  -0.0747
C (-1.327, 7.067, 0.891)  -0.6478
Br (0.981, 7.738, 2.790)  -0.1625
O (0.193, 4.506, 2.112)  -0.2077
H (2.839, 2.535, -4.537)  0.2780
H (1.294, 3.584, -3.896)  0.2584
H (3.049, 4.119, -3.459)  0.2642
H (2.837, 1.230, -2.351)  0.3447
H (2.921, 2.898, -1.473)  0.2311
H (1.167, 4.222, -1.084)  0.2850
H (1.417, 2.776, 0.102)  0.1157
H (-1.409, 2.253, -0.343)  -0.1119
H (-1.414, 4.169, -0.630)  0.4356
H (-0.797, -0.007, 3.724)  0.2380
H (0.968, -0.697, 4.043)  0.2734
H (0.083, 0.502, 1.076)  -0.9193
H (2.763, -1.264, 1.831)  0.1373
H (2.312, -0.432, 0.202)  0.2571
H (2.766, 0.684, 1.651)  0.3161
H (-0.343, -2.198, 2.631)  0.2530
H (0.592, -2.359, 0.903)  0.2238
H (-2.232, -0.668, 1.430)  0.1509
H (-2.378, -0.268, -0.996)  0.1935
H (-1.676, -1.964, -1.444)  0.0467
H (-0.506, -0.505, -0.992)  0.0695
H (-3.535, -2.893, 0.567)  0.3404
H (-1.903, -3.752, 0.181)  0.0326
H (-2.331, -3.445, 2.002)  0.2630
H (-2.608, 5.873, 3.119)  0.3704
H (-1.549, 8.386, 2.744)  0.4380
H (-0.470, 6.387, 0.415)  0.0945
H (-1.388, 8.026, 0.223)  0.2792
H (-2.315, 6.412, 0.807)  0.2017
C (-2.273, -7.036, -4.411)  -1.4101
C (-2.642, -5.737, -3.723)  0.5070
C (-1.482, -5.064, -3.055)  -0.3520
O (-2.102, -4.350, -2.001)  -0.2010
C (-3.249, -5.027, -1.696)  0.5869
O (-3.933, -4.815, -0.711)  -0.5382
O (-3.526, -5.976, -2.641)  -0.3654
H (-1.447, -6.895, -5.114)  0.3717
H (-1.994, -7.805, -3.682)  0.3202
H (-3.134, -7.428, -4.962)  0.3618
H (-3.142, -5.063, -4.429)  0.2188
H (-0.957, -4.380, -3.727)  0.4028
H (-0.759, -5.764, -2.623)  0.0780
C (-5.209, 11.918, 0.862)  -1.4648
C (-5.222, 10.564, 0.181)  0.5017
C (-4.508, 9.499, 0.957)  -0.5015
O (-4.069, 8.616, -0.059)  -0.2181
C (-3.934, 9.366, -1.193)  0.6195
O (-3.388, 8.983, -2.212)  -0.5632
O (-4.490, 10.605, -1.032)  -0.3343
H (-5.596, 11.856, 1.883)  0.3589
H (-4.198, 12.339, 0.888)  0.3621
H (-5.826, 12.628, 0.300)  0.3685
H (-6.252, 10.267, -0.052)  0.2608
H (-5.172, 8.982, 1.656)  0.3414
H (-3.632, 9.867, 1.502)  0.2737
C (5.482, -4.141, 3.356)  -1.4153
C (6.167, -4.204, 2.005)  0.4905
C (5.988, -2.961, 1.187)  -0.0802
O (6.074, -3.448, -0.140)  -0.3153
C (5.672, -4.754, -0.101)  0.6309
O (5.430, -5.430, -1.085)  -0.5685
O (5.574, -5.199, 1.188)  -0.3292
H (5.791, -3.257, 3.920)  0.3708
H (4.392, -4.133, 3.248)  0.3378
H (5.729, -5.031, 3.945)  0.3591
H (7.228, -4.452, 2.129)  0.2405
H (6.772, -2.224, 1.378)  0.3297
H (5.010, -2.485, 1.321)  -0.0146
C (2.433, -7.522, -2.601)  -1.3444
C (1.679, -8.504, -1.727)  0.4932
C (2.335, -9.849, -1.639)  -0.5205
O (1.239, -10.714, -1.403)  -0.3328
C (0.141, -10.108, -1.948)  0.5853
O (-0.937, -10.650, -2.108)  -0.5492
O (0.417, -8.814, -2.293)  -0.2109
H (3.476, -7.426, -2.287)  0.4037
H (2.403, -7.824, -3.654)  0.3496
H (1.963, -6.534, -2.549)  0.2833
H (1.511, -8.075, -0.732)  0.2086
H (3.053, -9.906, -0.816)  0.3385
H (2.829, -10.158, -2.566)  0.3032



2.
Molecular formula: C30H53BrN4P2Pd
Method: DFT, wB97M-V/def2-TZVPD

Total charge: +2
Energy relative to the best compared isomer or geometry (same formula, charge and spin): 0.0 kJ/mol
Maximum force: 1.97 eV Å⁻¹
Molecular weight: 718.1 g mol⁻¹
E_HOMO (spin up / spin down): -0.4591 / -0.4333 Eh
Spin multiplicity: 3

Last column: Mulliken spin population.
Atoms and positions in Å:
N (-7.165, 5.061, -5.700)  0.0370
C (-6.958, 5.663, -4.524)  -0.0153
C (-6.178, 5.081, -3.513)  0.0316
C (-5.558, 3.835, -3.744)  -0.0127
C (-5.831, 3.203, -4.982)  0.0361
C (-6.629, 3.860, -5.930)  -0.0150
C (-4.612, 3.270, -2.800)  0.0981
Pd (0.125, -0.337, 0.711)  0.4642
P (5.371, -1.211, -0.128)  0.6723
C (-3.768, 2.274, -3.168)  0.0414
C (-2.829, 1.710, -2.275)  0.0446
C (-1.656, 1.146, -2.803)  -0.0106
C (-0.696, 0.646, -1.931)  -0.0170
C (-1.030, 0.661, -0.581)  0.1373
C (-2.126, 1.288, -0.018)  0.0052
C (-3.074, 1.802, -0.892)  0.0358
Br (1.727, -1.318, 2.464)  0.0305
H (-4.552, 3.753, -1.822)  0.0003
H (-3.719, 1.959, -4.207)  0.0010
H (-6.020, 5.619, -2.581)  0.0010
H (-5.414, 2.235, -5.243)  0.0021
H (-7.421, 6.647, -4.374)  -0.0002
H (-6.828, 3.397, -6.904)  -0.0003
H (-1.510, 1.138, -3.882)  -0.0018
H (-3.987, 2.261, -0.519)  -0.0014
H (0.256, 0.253, -2.271)  0.0067
H (-2.250, 1.359, 1.057)  0.0017
P (-0.647, -2.281, -0.068)  -0.0589
C (5.053, 0.565, 0.108)  0.0510
C (6.276, 1.393, -0.344)  0.0149
H (4.866, 0.726, 1.183)  -0.0024
H (4.150, 0.829, -0.466)  0.0385
H (6.211, 2.419, 0.034)  0.0021
H (7.212, 0.962, 0.033)  -0.0064
H (6.359, 1.451, -1.435)  -0.0001
C (4.814, -1.711, -1.785)  0.0375
C (5.698, -2.832, -2.360)  0.0108
H (4.904, -0.814, -2.419)  -0.0052
H (3.757, -2.012, -1.717)  0.0477
H (5.512, -2.946, -3.432)  0.0019
H (6.764, -2.609, -2.234)  -0.0019
H (5.502, -3.802, -1.891)  -0.0013
C (4.600, -2.291, 1.094)  0.0836
C (5.457, -2.460, 2.365)  0.0188
H (4.419, -3.283, 0.641)  -0.0054
H (3.626, -1.816, 1.359)  0.0208
H (4.981, -3.173, 3.051)  0.0004
H (6.459, -2.842, 2.129)  -0.0038
H (5.576, -1.511, 2.904)  0.0008
C (-0.568, -3.638, 1.167)  -0.0104
C (-1.641, -4.728, 1.144)  0.0014
H (-0.528, -3.149, 2.150)  -0.0003
H (0.425, -4.079, 1.006)  -0.0005
H (-2.599, -4.379, 1.547)  -0.0002
H (-1.810, -5.142, 0.143)  -0.0002
H (-1.298, -5.549, 1.785)  0.0004
C (0.513, -2.774, -1.396)  0.0518
C (-0.052, -2.866, -2.812)  0.0006
H (0.912, -3.745, -1.066)  0.0020
H (1.338, -2.046, -1.350)  -0.0304
H (-0.730, -3.721, -2.922)  0.0003
H (-0.581, -1.955, -3.116)  -0.0008
H (0.780, -3.013, -3.511)  0.0011
C (-2.334, -2.356, -0.759)  0.0168
C (-3.470, -1.991, 0.204)  -0.0064
H (-2.451, -3.388, -1.123)  0.0010
H (-2.345, -1.694, -1.636)  -0.0045
H (-4.248, -1.440, -0.343)  0.0009
H (-3.943, -2.885, 0.628)  -0.0010
H (-3.150, -1.348, 1.034)  0.0010
C (1.520, 3.377, 2.947)  -0.0005
N (1.077, 2.289, 3.804)  0.0362
C (1.659, 2.251, 5.128)  -0.0024
C (0.272, 1.335, 3.263)  -0.0170
N (0.122, 1.319, 1.948)  0.1362
N (-0.376, 0.427, 4.035)  0.0011
C (0.081, -0.050, 5.325)  0.0005
C (-1.512, -0.288, 3.474)  0.0123
H (2.066, 4.093, 3.562)  0.0004
H (0.660, 3.892, 2.499)  0.0021
H (2.180, 3.012, 2.145)  -0.0003
H (0.899, 2.352, 5.914)  0.0017
H (2.262, 1.345, 5.281)  0.0013
H (2.330, 3.109, 5.213)  0.0002
H (0.217, 2.229, 1.505)  -0.0054
H (-0.509, -0.937, 5.581)  -0.0001
H (1.137, -0.354, 5.305)  0.0020
H (-0.103, 0.698, 6.105)  -0.0002
H (-2.238, 0.416, 3.055)  -0.0018
H (-1.197, -0.988, 2.676)  -0.0044
H (-1.980, -0.860, 4.279)  -0.0004